Molecular formula: C12H43N9O9
Method: DFT, wB97M-V/def2-TZVPD

Orbital gap ... 9.33 eV
ΔE to the lowest compared entry with this formula, charge and spin ... 184.90 kJ/mol
E_LUMO ... -0.14 eV
M ... 457.5 u
E_HOMO ... -9.478 eV
SMILES string ... COC[C@H](C)N.NC(N)=O.NC(N)=O.NC(N)=O.NC(N)=O.CO.CO.CO.CO

The geometry in XYZ format:
```
73
C12H43N9O9, DFT wB97M-V/def2-TZVPD
C -5.001 -5.778 -2.064
O -5.293 -6.704 -1.030
C -4.847 -6.263 0.223
C -4.256 -7.363 1.104
C -5.047 -8.678 1.141
N -3.958 -7.004 2.512
H -3.917 -5.748 -2.183
H -5.457 -4.802 -1.866
H -5.480 -6.064 -3.000
H -4.026 -5.530 0.171
H -5.644 -5.681 0.708
H -3.253 -7.498 0.682
H -5.743 -8.825 0.317
H -5.581 -8.831 2.080
H -4.370 -9.537 1.103
H -4.842 -6.727 2.943
H -3.485 -6.097 2.440
N 1.356 -9.444 -2.310
C 2.615 -9.477 -1.811
N 3.115 -8.299 -1.380
O 3.297 -10.508 -1.792
H 1.009 -10.210 -2.855
H 0.764 -8.630 -2.343
H 2.425 -7.562 -1.305
H 3.927 -8.318 -0.795
N -0.904 -8.052 -5.183
C -0.886 -6.679 -5.238
N 0.276 -6.159 -5.727
O -1.742 -5.960 -4.713
H -0.029 -8.542 -5.183
H -1.639 -8.521 -4.685
H 0.405 -5.173 -5.582
H 1.082 -6.750 -5.797
N -3.497 -3.325 -5.663
C -3.418 -2.840 -4.394
N -2.672 -3.611 -3.554
O -3.915 -1.762 -4.045
H -3.296 -4.306 -5.785
H -4.030 -2.929 -6.411
H -2.469 -3.336 -2.614
H -2.208 -4.426 -3.943
N 4.360 -5.064 -0.371
C 5.438 -4.328 -0.790
N 6.527 -5.104 -1.156
O 5.510 -3.113 -0.719
H 3.540 -4.599 -0.005
H 4.328 -6.060 -0.429
H 7.402 -4.626 -1.245
H 6.422 -6.095 -1.218
C 1.498 -3.704 0.988
O 2.090 -3.328 -0.272
H 0.430 -3.828 0.793
H 1.879 -4.677 1.293
H 1.713 -2.951 1.746
H 1.716 -2.492 -0.557
C -2.634 -2.098 -0.591
O -1.564 -3.023 -0.832
H -2.287 -1.071 -0.718
H -3.416 -2.242 -1.334
H -3.036 -2.198 0.418
H -0.732 -2.638 -0.560
C -0.602 -6.272 -1.477
O 0.812 -6.278 -1.273
H -1.032 -7.226 -1.795
H -1.160 -6.178 -0.537
H -0.949 -5.466 -2.117
H 1.089 -5.394 -1.549
C -1.086 -9.546 0.609
O -1.754 -9.798 1.825
H -1.870 -9.421 -0.161
H -0.505 -8.620 0.608
H -0.580 -10.424 0.212
H -2.408 -9.095 1.898
```